Record 1
ORCA calculation (ωB97M-V with the def2-TZVPD basis set) on a molecular structure, C30H47AsN4PdS3.

**LUMO level (alpha / beta)**: -6.36 / -6.36 eV
**Net charge**: +2
**2S+1**: 1
**E_tot**: -134644.1511 eV

XYZ file:
```
86
Properties=species:S:1:pos:R:3:forces:R:3
Pd -0.680173 0.778362 0.451606 0.0076 0.5609 -0.3562
C -1.568618 1.380021 3.401976 0.0527 0.0201 -0.0605
C -1.397749 2.823710 2.965964 -0.0184 -0.0308 0.0461
S -0.425990 2.936163 1.428828 0.0288 0.0172 0.1578
C -1.364964 4.160385 0.480529 -0.0404 -0.0067 -0.0089
C -2.823604 3.850576 0.152914 0.1742 -0.0081 -0.0399
S -3.030266 2.314358 -0.791298 -0.1360 0.1021 0.0978
C -4.158814 1.346916 0.237815 -0.0334 -0.1131 -0.0009
C -3.814121 1.083592 1.699395 0.0200 0.1069 0.0440
S -2.215440 0.297266 2.091553 0.0252 -0.0961 0.0393
H -2.211236 1.290673 4.278159 -0.0610 0.0333 -0.0293
H -0.599473 0.934043 3.631566 0.0176 0.0108 -0.0089
H -0.877658 3.384303 3.743082 0.0250 -0.0230 -0.0166
H -2.354840 3.313517 2.800230 -0.0061 0.0133 0.0209
H -0.784992 4.281564 -0.435984 0.0177 -0.0204 0.0078
H -1.288905 5.098320 1.033554 -0.0396 0.0236 -0.0411
H -3.207340 4.672048 -0.451768 -0.0277 -0.0034 0.0076
H -3.439202 3.811358 1.050029 -0.0311 -0.0403 -0.0199
H -4.272176 0.412373 -0.314176 -0.0002 -0.0112 0.0302
H -5.136954 1.829985 0.234901 -0.0095 -0.0123 -0.0549
H -4.567129 0.412292 2.112963 -0.0463 0.0374 -0.0156
H -3.863585 2.005021 2.277379 -0.0096 -0.0042 -0.0111
C 0.663210 1.663623 -4.891773 0.0059 0.0015 -0.0086
C -0.520347 0.949427 -4.270840 0.0000 -0.0320 0.0333
N -0.391008 0.957274 -2.810774 0.0627 0.0343 0.0351
C 0.812884 1.104198 -2.184585 -0.2505 -0.0309 -0.0570
N 0.807200 1.337348 -0.884332 0.2623 -0.2327 0.1922
C 2.122997 1.645296 -0.302987 -0.0595 -0.0199 -0.0957
C 3.143268 0.635636 -0.793249 -0.0055 -0.0039 -0.0127
C 3.256758 0.798295 -2.295064 -0.0080 -0.0132 -0.0198
N 1.936535 0.988056 -2.908122 0.0095 0.1040 0.0169
C 1.926682 1.011113 -4.373393 -0.0014 -0.0556 -0.0023
H 0.647237 2.721784 -4.621341 0.0020 0.0036 -0.0083
H 0.629136 1.593036 -5.977851 -0.0002 -0.0055 0.0029
H -0.563099 -0.079471 -4.636465 -0.0121 -0.0138 0.0018
H -1.463659 1.429668 -4.524961 0.0050 -0.0034 -0.0050
H -1.147077 1.372173 -2.285122 -0.0334 -0.0180 0.0023
H 2.041215 1.636912 0.780079 -0.0411 -0.0307 0.0333
H 2.425322 2.651485 -0.618960 -0.0023 0.0110 0.0753
H 2.800151 -0.366099 -0.527521 0.0341 0.0039 -0.0029
H 4.118720 0.787959 -0.332069 -0.0014 0.0213 -0.0079
H 3.721211 -0.071400 -2.765840 -0.0033 -0.0034 0.0130
H 3.870618 1.669934 -2.537790 0.0049 -0.0149 0.0008
H 2.007865 -0.013902 -4.750942 0.0248 0.0154 -0.0068
H 2.817387 1.550062 -4.698587 -0.0138 0.0272 0.0070
C 2.148548 2.413495 4.207560 0.0427 0.0486 -0.0339
C 2.737398 1.047925 4.285964 -0.0832 -0.0661 0.0402
C 3.721735 0.769566 5.204125 -0.0126 0.2212 -0.0387
C 4.275533 -0.503765 5.270213 0.0233 -0.0711 -0.0140
C 3.866714 -1.549161 4.440441 -0.0516 -0.1438 0.0032
C 2.867577 -1.348020 3.523620 0.0357 0.0008 -0.0571
C 2.389000 -2.464678 2.660297 0.0371 -0.0504 0.0349
C 2.247464 -0.017919 3.386879 -0.0149 0.0312 -0.1704
N 1.341361 0.203664 2.499153 0.0250 -0.0002 0.2560
H 2.932939 3.170366 4.236337 -0.0001 0.0004 0.0272
H 1.507521 2.590780 5.075764 -0.0018 -0.0215 0.0180
H 1.562675 2.529507 3.300317 0.0160 -0.0274 -0.0031
H 4.086189 1.544717 5.866388 -0.0045 -0.0096 0.0124
H 5.059781 -0.692767 5.993861 0.0042 -0.0006 0.0085
H 4.333609 -2.520497 4.539844 0.0092 0.0059 -0.0007
H 3.071552 -3.311054 2.699793 0.0022 -0.0017 0.0132
H 2.267227 -2.133829 1.631287 -0.0321 0.0425 0.0031
H 1.409589 -2.800663 3.009488 0.0205 0.0054 -0.0069
C 0.645353 -2.131783 -1.334025 0.0034 0.0065 -0.0555
As -0.894811 -1.412177 -0.425866 0.1234 -0.2858 0.0461
C -1.163336 -2.719069 0.973801 0.0048 -0.0263 0.0032
C -2.412635 -1.729355 -1.617331 -0.0447 -0.0510 -0.0405
C -2.277398 -3.038480 -2.343095 -0.0375 0.0269 0.0564
C -2.642605 -4.233087 -1.726500 -0.0209 0.0139 -0.0123
C -2.469549 -5.443776 -2.380362 0.0065 -0.0028 -0.0088
C -1.930655 -5.473609 -3.659191 -0.0055 -0.0212 0.0147
C -1.577095 -4.287474 -4.285343 0.0095 0.0195 -0.0131
C -1.748246 -3.077791 -3.628601 0.0094 -0.0076 -0.0143
H 0.393819 -3.129905 -1.690201 0.0081 -0.0063 0.0051
H 1.464286 -2.187805 -0.619326 -0.0122 -0.0017 -0.0001
H 0.931445 -1.507680 -2.176868 0.0023 0.0100 -0.0149
H -0.925669 -3.711640 0.594713 -0.0037 0.0033 -0.0020
H -2.198255 -2.697849 1.310598 0.0073 0.0053 0.0116
H -0.512219 -2.470055 1.809165 0.0237 0.0147 -0.0082
H -2.477340 -0.886131 -2.304033 0.0087 -0.0065 -0.0145
H -3.295527 -1.723493 -0.974073 -0.0014 0.0243 -0.0084
H -3.087165 -4.218475 -0.737708 0.0017 0.0029 -0.0027
H -2.767505 -6.364000 -1.895982 0.0010 -0.0019 -0.0011
H -1.800539 -6.417250 -4.171170 -0.0043 0.0001 -0.0003
H -1.176736 -4.304055 -5.290345 0.0018 0.0004 0.0014
H -1.483984 -2.151971 -4.126334 0.0150 0.0193 -0.0084
```
Positions in Å, forces in eV/Å.

These are the Löwdin partial charges, in e, on atoms 1 to 2: atom 1 (Pd): 0.353, atom 2 (C): -0.463

Record 2
ORCA calculation (ωB97M-V with the def2-TZVPD basis set) on a gas-phase ion, NO5P (charge -2) in a non-equilibrium geometry.

**LUMO level**: 7.35 eV
**Net charge**: -2
**2S+1**: 1
**E_tot**: -21016.1939 eV

XYZ file:
```
7
Properties=species:S:1:pos:R:3:forces:R:3
O 1.622385 -1.053126 0.000322 -0.0345 -0.0919 0.0038
N 1.025272 0.021246 0.001515 1.3558 -0.0363 -0.0080
O 1.668861 1.070457 0.000749 -0.0767 0.0973 0.0033
P -0.868539 -0.001427 -0.000184 -1.8914 -0.1284 -0.0075
O -1.119030 -0.757839 1.282486 0.2328 0.0270 -0.0236
O -1.114836 -0.741470 -1.293383 0.2336 0.0284 0.0297
O -1.214115 1.462161 0.008496 0.1803 0.1039 0.0023
```
Positions in Å, forces in eV/Å.

These are the Löwdin partial charges, in e, on atoms 1 to 2: atom 1 (O): -0.099, atom 2 (N): -0.442

Record 3
ORCA calculation (ωB97M-V with the def2-TZVPD basis set) on a molecular structure, C43H63CsN5O6S in a non-equilibrium geometry.

**LUMO level**: 1.68 eV
**Net charge**: -1
**2S+1**: 1
**E_tot**: -76728.7175 eV

XYZ file:
```
119
Properties=species:S:1:pos:R:3:forces:R:3
Cs -1.861075 -1.938153 -0.540145 -2.2470 1.1249 1.1551
C -4.826459 1.222091 -2.472094 0.0359 0.0032 -0.1393
C -5.294553 -0.110359 -1.886731 -0.0196 -0.0061 0.1488
O -4.446831 -0.581778 -0.879711 -0.0658 0.0976 0.1514
C -4.604486 -0.091969 0.427276 0.0455 0.0561 -0.1413
C -3.840790 1.192907 0.683265 0.0936 -0.0713 -0.0487
O -2.433967 1.044079 0.416378 -0.3442 0.3655 -0.0309
C -1.979617 2.286468 -0.003754 0.6489 -0.1962 -0.0283
C -0.084294 1.412738 -1.495872 -0.1088 0.0430 -0.1019
O -0.523132 2.031111 -2.641500 -0.1315 0.0295 0.0732
C -1.343510 1.278253 -3.538179 0.2653 -0.0535 -0.0790
C -2.761355 1.769010 -3.560742 -0.1509 -0.0450 0.0781
O -3.415337 1.258469 -2.423348 -0.1091 0.0248 -0.1185
H -5.242496 2.076683 -1.926597 0.0119 0.0618 0.0505
H -5.179274 1.291206 -3.507547 -0.0171 0.0371 0.0006
H -5.283066 -0.878919 -2.660019 0.0893 -0.0043 0.0070
H -6.321885 -0.007396 -1.513070 -0.0534 -0.0097 -0.0494
H -4.270710 -0.890814 1.096422 -0.0147 0.0524 -0.0691
H -5.662530 0.105990 0.644216 -0.0251 -0.0433 0.0640
H -3.979029 1.492647 1.726920 0.0224 0.0278 0.0565
H -4.246912 1.990155 0.049879 0.0285 -0.0155 0.0156
H -2.054804 3.042796 0.774645 -0.0378 0.0705 0.1065
H -2.478150 2.584872 -0.921386 -0.0739 0.0234 -0.0891
H -0.425684 0.389668 -1.340343 0.0957 0.1437 0.0380
H 0.988281 1.463241 -1.389063 0.0963 0.1262 0.1153
H -1.323402 0.213300 -3.290289 -0.0174 0.0358 0.0284
H -0.904664 1.407838 -4.529508 0.0306 -0.0117 -0.0083
H -3.250834 1.405826 -4.467606 -0.0419 -0.0456 -0.0814
H -2.775435 2.866437 -3.584111 -0.0263 0.0653 0.0355
N -2.718858 -5.302215 0.573503 -0.1201 0.1565 0.1503
C -3.406669 -4.395680 -0.214674 -0.4563 -0.4256 -0.3593
S -4.667723 -3.502029 0.528275 -0.0933 -0.2785 -0.0512
N -3.023322 -4.445991 -1.473032 0.1191 -0.7295 0.0257
N -3.249082 -3.494252 -2.396269 -0.6168 -0.1642 0.0739
C -3.511249 -3.945195 -3.560178 -0.0258 0.2072 -0.3790
C -3.502430 -3.128646 -4.791529 -0.0495 -0.2401 0.4655
C -3.730131 -3.812637 -5.987811 -0.0667 -0.0785 -0.2214
C -3.681636 -3.135840 -7.189353 -0.0355 -0.1846 -0.0040
C -3.397982 -1.781449 -7.175498 0.0167 0.1096 0.0225
C -3.191312 -1.183128 -5.943171 -0.0301 -0.1207 0.1994
N -3.245710 -1.814567 -4.768696 0.0591 0.1558 -0.2006
H -2.886136 -5.202111 1.559368 0.0451 -0.0092 0.0066
H -1.789368 -5.559449 0.278735 -0.0243 -0.0217 -0.0874
H -3.684316 -5.012779 -3.684106 0.0687 -0.0751 -0.1127
H -3.932564 -4.876329 -5.954196 0.0058 0.0436 -0.0157
H -3.852101 -3.659766 -8.121907 -0.0008 0.0045 0.0010
H -3.333096 -1.200370 -8.085722 0.0024 -0.0027 0.0157
H -2.958494 -0.125267 -5.907914 0.0087 0.0635 0.0516
C 4.590691 -3.361221 3.655668 -0.0221 -0.0506 0.0596
C 4.850109 -2.282836 2.595278 -0.0573 0.0281 -0.0250
C 6.052978 -2.708483 1.743178 0.0435 -0.0136 -0.0728
C 5.220223 -0.989342 3.323000 0.0243 0.0496 0.0424
C 3.611144 -2.111326 1.710669 -0.0478 0.1425 0.0013
C 2.907666 -0.902058 1.623567 -0.0375 -0.0742 -0.0292
C 1.777100 -0.758713 0.822621 -0.0782 0.1559 0.0501
N 1.014164 0.395847 0.653038 0.0113 -0.1166 -0.0761
C 1.074402 1.523610 1.308122 0.2175 -0.0029 0.2985
C 1.723772 1.870672 2.546874 -0.0408 0.0981 -0.0378
C 1.778032 3.168059 3.011447 0.0137 -0.1189 0.0311
C 1.218390 4.216045 2.264853 -0.0318 0.0455 0.0090
C 0.490501 3.977753 1.092957 0.0204 -0.0010 0.0349
C 0.373748 2.644420 0.744334 -0.2191 -0.0171 -0.2970
O -0.566415 2.259582 -0.317835 -0.1091 -0.0628 -0.0846
C -0.045743 5.217405 0.335261 0.0469 -0.1397 0.0282
C 1.119176 6.202758 0.130547 0.0623 0.0134 -0.0480
C -1.128752 5.902822 1.177894 -0.0317 0.0397 0.0434
C -0.608040 4.966102 -1.071040 0.0004 0.0195 -0.0141
C 2.462554 3.510876 4.342383 -0.0405 0.0150 -0.0757
C 3.589256 4.523602 4.092459 0.0735 0.0103 -0.0056
C 3.069243 2.281837 5.020372 0.0352 -0.0196 0.0267
C 1.435987 4.133386 5.299021 -0.0489 0.0003 0.0392
C 1.368248 -1.840822 -0.051053 -0.1463 0.1484 -0.1028
O 0.401800 -1.615137 -0.898724 3.2744 0.1989 -0.3715
C 2.022689 -3.088997 0.109730 0.0698 -0.0861 0.0039
C 3.124200 -3.175818 0.976736 -0.1015 -0.0918 -0.0762
C 1.616862 -4.393506 -0.613309 0.0228 0.1265 0.0074
C 1.262404 -5.454346 0.440182 -0.0084 -0.0616 0.0602
C 0.404321 -4.257316 -1.540448 0.2216 0.0447 0.0063
C 2.786485 -4.916714 -1.461643 0.0451 0.0190 -0.0537
H 5.469426 -3.498379 4.297029 -0.0301 0.0106 -0.0293
H 4.354973 -4.322270 3.193244 0.0094 0.0408 0.0127
H 3.742964 -3.079145 4.285159 0.0252 -0.0078 -0.0183
H 6.948353 -2.830003 2.364237 -0.0409 0.0017 -0.0203
H 6.261523 -1.957923 0.976349 -0.0048 -0.0218 0.0308
H 5.859674 -3.655840 1.234407 0.0048 0.0446 0.0239
H 6.113723 -1.152561 3.933836 -0.0275 0.0035 -0.0153
H 4.415600 -0.658818 3.985566 0.0265 -0.0263 -0.0210
H 5.434090 -0.177829 2.622238 -0.0024 -0.0465 0.0120
H 3.268087 -0.043052 2.164219 0.0138 -0.0063 0.0115
H 2.130215 1.062779 3.130052 -0.0021 0.0337 0.0298
H 1.334242 5.233858 2.610938 0.0039 -0.0364 -0.0081
H 1.621452 6.467446 1.058614 -0.0410 0.0032 -0.0156
H 0.737287 7.120820 -0.326909 0.0326 -0.0311 0.0088
H 1.865963 5.770653 -0.541298 -0.0316 0.0148 0.0500
H -0.735729 6.214622 2.147454 -0.0181 -0.0138 -0.0450
H -1.970096 5.230281 1.364461 0.0131 0.0184 -0.0101
H -1.510860 6.786579 0.655820 0.0227 -0.0372 0.0307
H 0.045728 4.344010 -1.681773 0.0013 0.0326 0.0449
H -0.708678 5.934516 -1.569838 -0.0204 -0.0331 0.0094
H -1.600551 4.517648 -1.068197 0.0122 -0.0384 0.0285
H 4.304323 4.129632 3.365690 -0.0244 0.0093 0.0365
H 4.124046 4.731452 5.025436 -0.0294 -0.0021 -0.0434
H 3.205826 5.470588 3.705898 0.0133 -0.0576 0.0154
H 3.825973 1.807645 4.390070 -0.0264 0.0372 0.0321
H 2.309245 1.533143 5.256155 0.0199 0.0423 -0.0126
H 3.547331 2.581930 5.957708 -0.0139 -0.0134 -0.0377
H 0.975849 5.023517 4.864129 0.0304 -0.0405 0.0230
H 1.914891 4.420503 6.241593 -0.0142 -0.0232 -0.0506
H 0.638428 3.419997 5.523076 0.0305 0.0266 -0.0194
H 3.625535 -4.136730 1.069021 -0.0239 0.0496 -0.0171
H 0.444220 -5.097130 1.072483 0.0118 -0.0150 -0.0145
H 2.106370 -5.677895 1.097110 -0.0388 0.0038 -0.0322
H 0.950842 -6.387860 -0.044143 0.0139 0.0442 0.0196
H -0.468078 -3.902531 -0.996273 0.2932 -0.5237 -0.1860
H 0.163416 -5.229790 -1.983949 0.0172 0.0032 0.0557
H 0.606962 -3.535958 -2.331512 -0.0967 -0.0665 -0.0116
H 3.674065 -5.115238 -0.855816 -0.0472 0.0134 -0.0274
H 3.059552 -4.181658 -2.224077 -0.0177 -0.0329 0.0383
H 2.504806 -5.847876 -1.967552 0.0085 0.0443 0.0297
```
Positions in Å, forces in eV/Å.

These are the Löwdin partial charges, in e, on atoms 1 to 2: atom 1 (Cs): 1.546, atom 2 (C): -0.169